Formula: C25H49O27
Source: the OMol25 dataset
Level of theory: ωB97M-V/def2-TZVPD

LUMO (spin up / spin down) in eV: 0.365 / -3.557
F_max in eV Å⁻¹: 4.1
Spin multiplicity: 2
Electronic energy in eV: -81996.56453
Frontier orbital gap (spin up / spin down) in eV: 10.85 / 6.92
E_HOMO (spin up / spin down) in eV: -10.48 / -10.48

Geometry as XYZ:
```
101
Properties=species:S:1:pos:R:3:forces:R:3
O 9.21834 13.65922 12.77824 0.2 -1.0 -2.1
C 9.82500 12.94683 11.79207 -0.6 0.8 -0.5
O 10.91062 12.41024 11.98610 0.5 -0.6 0.0
O 9.39928 12.81984 10.60367 -0.1 0.4 1.3
H 9.67149 13.28868 13.53913 0.2 0.0 1.1
C 10.71045 15.85012 14.52373 -0.4 -1.6 -0.5
O 10.28918 17.14588 14.87787 1.3 0.9 0.2
C 11.23569 17.98658 15.39781 0.9 -1.7 -0.8
O 12.43345 17.77811 15.39868 -1.3 0.3 0.1
O 10.58853 19.01170 15.87133 -0.2 1.2 1.3
C 11.37785 19.94990 16.62310 1.3 1.4 -1.0
H 10.60825 15.63064 13.46096 -0.6 0.6 -0.2
H 10.01645 15.21102 15.06964 0.3 -0.3 -0.2
H 11.72474 15.48372 14.68212 0.2 1.0 0.9
H 12.17963 19.54676 17.24176 -0.7 -0.7 0.3
H 10.79400 20.73303 17.10676 -0.6 -0.9 0.3
H 11.96763 20.55609 15.93551 0.0 -0.1 -0.6
C 3.84015 17.87856 7.42766 0.7 -0.3 -0.9
O 4.52979 16.99968 8.31325 0.4 -0.3 1.2
C 5.38223 16.07812 7.84873 -0.4 -0.5 -3.6
O 5.62302 15.93631 6.63859 0.0 0.2 2.6
O 5.79730 15.31202 8.84090 -0.8 0.3 1.1
C 6.71609 14.21851 8.73009 0.7 1.0 -0.4
H 3.51384 18.73961 8.01094 0.0 -0.3 0.0
H 3.03141 17.35450 6.91835 -0.3 0.0 0.4
H 4.50381 18.18203 6.61799 0.1 0.2 0.2
H 7.39182 14.47819 7.91519 0.1 -0.5 0.0
H 6.26347 13.23243 8.62577 -0.4 0.3 -0.3
H 7.25023 14.23768 9.68005 0.1 0.0 -0.2
C 13.32370 14.75626 12.07517 0.1 -1.2 -1.0
O 14.58584 14.62429 11.33827 -0.2 0.3 0.0
C 14.71859 13.68023 10.35956 -0.1 0.7 -0.2
O 13.86547 12.90060 10.01995 1.1 0.5 0.1
O 15.98369 13.86707 9.82564 -1.5 -0.1 0.1
C 16.37827 13.04541 8.70924 0.3 -0.5 0.2
H 13.23360 13.87137 12.70521 0.0 0.2 0.3
H 12.45432 14.72970 11.41822 0.2 -0.1 -0.4
H 13.23394 15.69710 12.61819 0.9 -0.1 0.0
H 15.73143 13.02797 7.83209 -0.7 0.1 0.5
H 16.54658 12.03842 9.09103 -0.1 -0.1 -0.3
H 17.32403 13.41708 8.31490 0.0 0.3 0.5
C 11.25886 8.95918 13.24072 0.5 -0.8 -1.7
O 12.55166 9.42992 13.69204 -3.0 -1.5 2.5
C 13.35195 10.03201 12.90596 1.9 0.8 -2.8
O 13.19944 10.28163 11.71363 0.6 -0.2 2.4
O 14.47468 10.24487 13.69138 -2.4 -1.0 0.2
C 15.51466 10.94423 13.17054 1.4 1.3 -2.0
H 11.45069 8.26400 12.42339 0.1 0.4 -0.6
H 10.61706 9.76080 12.87521 0.2 0.1 0.3
H 10.73976 8.25940 13.89565 0.5 0.9 1.1
H 15.42316 12.01282 13.36504 0.2 0.1 0.5
H 15.50365 10.89059 12.08191 0.1 -0.2 -0.2
H 16.46691 10.53221 13.50455 -0.2 0.1 0.3
C 7.59147 14.44639 15.18803 -0.1 2.3 -0.7
O 6.27140 14.25703 15.63260 -2.7 -0.7 1.4
C 5.41830 15.31489 15.89543 0.0 1.1 0.3
O 4.32146 15.25473 16.42268 2.2 -0.6 -1.2
O 6.01442 16.49720 15.51089 -0.4 -1.3 0.2
C 5.34618 17.76847 15.64420 0.6 -0.1 0.6
H 8.14650 14.94577 15.98217 0.2 0.1 -0.1
H 7.40325 15.12734 14.35798 1.3 0.2 -0.2
H 8.15780 13.58659 14.83010 -1.1 -0.5 0.5
H 4.77969 17.99904 14.74196 0.1 0.0 0.2
H 6.18466 18.44487 15.81011 -0.1 0.2 -0.5
H 4.75286 17.89045 16.55039 -0.3 -0.7 -0.2
C 9.74460 16.52362 10.85895 -0.5 0.7 -0.2
O 9.15474 17.05179 9.61299 -0.1 -1.9 2.5
C 9.90980 17.80154 8.88025 2.5 1.0 0.1
O 11.11507 18.03557 9.08774 -3.1 -0.2 -1.1
O 9.07814 18.24904 7.91648 0.2 -0.4 1.7
C 9.65499 19.04401 6.97832 0.9 1.7 -2.9
H 10.62592 15.89389 10.73724 -0.3 -0.2 -0.6
H 8.90833 16.02212 11.34604 0.2 -0.1 -0.1
H 10.08491 17.33470 11.50271 -0.2 0.3 -0.2
H 8.90637 19.52173 6.34630 -0.6 -0.6 0.1
H 10.26232 18.42617 6.31687 0.3 0.2 0.0
H 10.19800 19.93680 7.28841 0.5 -0.5 0.9
C 2.85019 10.29723 14.36389 0.4 -0.4 -0.1
O 3.39822 11.49499 13.82426 1.3 0.6 -0.1
C 4.73541 11.56976 13.58471 -0.1 -1.6 -1.7
O 5.56889 10.69116 13.77591 -1.3 1.5 0.3
O 4.92734 12.67492 12.83649 -2.4 -0.3 0.4
C 6.05733 12.81824 12.04628 2.6 -0.1 1.4
H 3.28825 10.09422 15.34112 -0.4 0.1 0.1
H 3.05767 9.42626 13.74222 0.3 0.1 -0.2
H 1.77109 10.44795 14.33351 0.2 0.1 0.5
H 6.17856 13.87377 11.80286 -0.3 -0.2 -0.1
H 6.25999 12.16309 11.19905 -1.1 -0.1 -0.2
H 6.84986 12.53615 12.73941 0.7 0.3 -0.3
C 8.00833 10.89799 15.85072 -0.7 -0.3 1.6
O 9.19084 11.44129 15.26585 1.1 0.4 -0.1
C 10.41488 11.31416 15.89695 -0.3 -1.3 1.2
O 10.72023 10.46140 16.72125 -0.6 1.9 -1.7
O 11.18999 12.31612 15.43617 -0.9 -0.5 -0.4
C 12.56413 12.40052 15.81490 0.3 0.6 0.7
H 7.24918 11.64977 16.06666 0.4 0.8 -0.4
H 8.23889 10.52534 16.84876 0.2 -0.5 -0.2
H 7.43777 10.17672 15.26564 0.9 -0.2 -0.4
H 12.66443 12.75694 16.84009 -0.3 -0.6 0.3
H 12.96476 13.26234 15.28116 0.0 -0.4 -0.6
H 13.12015 11.47547 15.66252 -0.2 0.1 -0.2
```
Positions in Å, forces in eV/Å.